Entry 1:
C31H33As2Cl3N3O9Pd as an isolated structure. Source: OMol25; level of theory: the ωB97M-V functional and the def2-TZVPD basis.

Structure (XYZ):
```
82
Properties=species:S:1:pos:R:3:forces:R:3
Pd -0.740 0.447 1.303 -1.8060 -0.6905 -1.2579
Cl -1.907 1.268 8.447 -0.0203 0.0313 0.1542
C -1.201 0.977 6.899 -0.0176 -0.0343 -0.3038
C -1.988 1.067 5.766 -0.1432 0.1004 0.1332
C -1.410 0.813 4.538 0.6814 -0.0760 0.3995
Cl -2.371 0.969 3.093 -0.0956 0.1667 -0.1619
C -0.054 0.464 4.346 -0.0096 -0.1480 0.0307
O 0.474 0.210 3.196 0.2398 0.1062 -0.1437
C 0.697 0.405 5.551 -0.3484 -0.0183 -0.0746
Cl 2.361 -0.023 5.414 0.1978 -0.0280 0.0335
C 0.145 0.649 6.790 0.0839 0.0165 -0.0041
H -3.032 1.338 5.848 0.0033 -0.0117 -0.0163
H 0.765 0.588 7.674 -0.0149 -0.0160 0.0110
N -3.561 -0.067 -0.162 0.0363 0.1851 -0.1571
C -3.395 1.287 -0.272 0.1111 -0.0127 0.0255
C -4.366 2.096 -0.878 -0.0158 0.0447 -0.0170
C -4.127 3.445 -1.000 -0.0075 -0.0885 0.0016
C -2.935 3.985 -0.518 0.0842 0.0101 0.0377
C -2.028 3.134 0.066 -0.0460 0.2194 -0.0505
N -2.248 1.817 0.178 0.5309 -0.8297 0.3056
H -4.483 -0.448 -0.281 -0.0152 0.0068 0.0066
H -2.949 -0.557 0.469 0.0482 -0.1207 0.1299
H -5.284 1.648 -1.234 0.0046 0.0189 -0.0091
H -4.863 4.088 -1.464 -0.0298 -0.0295 -0.0034
H -2.723 5.041 -0.592 0.0154 -0.0109 0.0103
H -1.088 3.487 0.466 -0.0067 -0.0175 -0.0017
C -2.896 0.888 -4.257 -0.0733 0.0584 -0.1407
O -1.947 0.687 -3.199 0.0884 -0.0222 0.1311
C -0.923 1.553 -3.174 -0.2219 -0.2007 -0.4914
O -0.788 2.445 -3.968 0.0209 0.0468 0.1689
C -0.068 1.338 -1.981 0.0017 0.3719 0.2866
C 1.011 2.122 -1.783 -0.3986 -0.2322 -0.1563
As 2.496 1.981 -3.079 0.2360 0.0779 -0.2225
C 1.720 1.128 -4.661 -0.0837 0.0121 -0.0100
C 2.729 0.234 -2.037 -0.1495 0.1691 -0.1369
C 1.899 -0.519 -1.314 -0.0423 -0.3198 0.4853
As -0.062 -0.277 -0.925 0.4105 0.9829 0.1036
C -0.770 -1.684 -2.069 -0.3013 -0.2543 0.4162
C 2.284 -1.858 -0.739 0.2516 -0.0365 0.0402
O 2.062 -2.872 -1.346 0.0749 0.0665 -0.0123
O 2.730 -1.904 0.520 -0.1057 -0.0815 -0.0914
C 3.091 -0.708 1.230 0.1083 0.2509 0.0341
C 4.130 -0.201 -2.339 0.1747 -0.0964 -0.1763
O 4.700 0.226 -3.313 -0.0616 -0.0564 0.0461
O 4.642 -1.062 -1.473 -0.0634 0.0180 0.1002
C 5.947 -1.589 -1.778 0.1601 -0.0392 -0.1233
C 1.515 2.368 -0.406 0.2814 0.0706 0.8923
O 0.867 2.232 0.619 0.1070 0.2334 -0.5162
O 2.744 2.863 -0.380 0.0256 -0.0439 -0.2830
C 3.259 3.250 0.908 0.0148 0.0065 0.2059
H -3.646 0.113 -4.138 0.0221 0.0035 0.0382
H -2.409 0.799 -5.226 0.0118 -0.0006 0.0252
H -3.345 1.877 -4.177 0.0131 -0.0100 0.0223
H 1.144 1.861 -5.219 0.0255 0.0293 0.0309
H 1.096 0.263 -4.439 0.0152 -0.0021 0.0187
H 2.571 0.816 -5.266 0.0543 -0.0515 0.0916
H -0.491 -1.485 -3.101 0.1175 0.1832 0.0740
H -1.852 -1.722 -1.973 0.0060 0.1054 0.0470
H -0.341 -2.630 -1.743 0.0556 0.1114 0.0149
H 3.539 -1.044 2.161 -0.0631 -0.0444 0.0087
H 2.220 -0.097 1.466 -0.0997 -0.0402 0.0313
H 3.825 -0.128 0.671 -0.0255 -0.0881 -0.0383
H 6.298 -2.069 -0.871 -0.0605 0.0017 0.0217
H 6.619 -0.789 -2.078 -0.0359 0.0271 0.0262
H 5.866 -2.315 -2.584 -0.0256 0.0185 0.0055
H 4.314 3.452 0.761 -0.0146 -0.0099 -0.0796
H 3.112 2.454 1.635 -0.0079 -0.0169 -0.0347
H 2.749 4.147 1.255 -0.0311 -0.0257 -0.0377
N -0.991 -1.886 2.078 0.2163 0.1831 -0.3174
C -1.233 -2.995 1.230 -0.0490 -0.1396 -0.0593
C -0.166 -3.663 0.637 -0.0714 0.0704 0.2089
C -0.407 -4.745 -0.194 -0.0224 -0.0556 0.0208
C -1.707 -5.164 -0.440 0.0203 -0.0348 -0.0466
C -2.771 -4.478 0.129 -0.0359 -0.0200 -0.0542
C -2.540 -3.391 0.957 0.0894 0.1111 -0.0025
H -0.063 -1.876 2.488 -0.0113 0.0284 0.1793
H -1.689 -1.784 2.804 0.0479 0.0414 0.0746
H 0.848 -3.339 0.838 -0.0418 -0.1174 0.0545
H 0.430 -5.263 -0.645 0.0104 0.0125 0.0103
H -1.889 -6.030 -1.063 -0.0116 0.0315 -0.0332
H -3.786 -4.797 -0.067 -0.0012 -0.0020 0.0188
H -3.371 -2.859 1.411 -0.0119 -0.0558 0.0522
```
Positions in Å, forces in eV/Å.

Summary:
* frontier orbital gap (spin up / spin down): 4.7 / 4.7 eV
* total charge: +1
* LUMO (spin up / spin down): -0.188 / -0.188 Ha
* highest occupied orbital energy (spin up / spin down): -0.3604 / -0.3602 hartree

---

Entry 2:
C31H33BN7O7P2SeV as an isolated structure. Source: OMol25; level of theory: the ωB97M-V functional and the def2-TZVPD basis.

Structure (XYZ):
```
83
Properties=species:S:1:pos:R:3:forces:R:3
V 0.716 -0.748 -0.853 -0.8689 -0.3099 -0.0139
C 1.406 -3.410 2.661 -0.0107 -0.0458 0.0698
C 2.681 -3.894 2.392 0.0137 0.0348 -0.0811
C 3.351 -3.457 1.259 -0.1238 -0.0164 0.1403
C 2.727 -2.542 0.414 0.2154 0.1888 -0.2751
C 1.435 -2.049 0.646 0.0497 -0.0979 -0.0549
C 0.790 -2.508 1.799 -0.0566 0.0314 -0.1027
C 3.390 -1.988 -0.785 0.1701 0.0098 0.1343
C 4.749 -2.244 -1.107 -0.1991 0.0275 0.0705
C 5.307 -1.629 -2.179 0.0798 -0.0074 -0.0446
C 4.523 -0.795 -3.012 0.1530 -0.0255 -0.0939
C 5.046 -0.172 -4.168 -0.0294 -0.0556 0.0555
C 4.230 0.561 -4.981 -0.0944 0.0377 0.0032
C 2.859 0.682 -4.671 0.0506 0.0031 -0.0599
C 2.332 0.104 -3.552 0.0322 -0.0142 -0.0040
C 3.167 -0.628 -2.681 -0.1081 -0.1174 0.1356
N 2.651 -1.185 -1.532 0.2864 0.0103 -0.2647
H 0.882 -3.746 3.549 0.0043 0.0021 -0.0065
H 3.146 -4.611 3.057 -0.0025 0.0063 0.0024
H 4.341 -3.842 1.050 0.0067 0.0044 -0.0008
H -0.213 -2.160 2.024 0.0004 0.0087 -0.0065
H 5.327 -2.899 -0.475 0.0443 0.0167 -0.0180
H 6.352 -1.783 -2.422 -0.0082 0.0124 -0.0085
H 6.097 -0.299 -4.398 -0.0037 0.0015 -0.0002
H 4.626 1.040 -5.866 0.0001 -0.0022 -0.0025
H 2.207 1.245 -5.327 0.0266 0.0058 -0.0140
H 1.274 0.194 -3.349 0.0062 -0.0024 0.0465
B 1.200 2.758 -1.531 0.0768 -0.0860 0.0110
N -0.080 2.071 -2.093 0.0418 -0.0460 0.2311
C -0.912 2.650 -2.955 -0.1204 0.0416 0.0041
C -1.925 1.758 -3.273 0.0718 0.0895 0.0193
C -1.621 0.628 -2.531 -0.0487 -0.0814 0.1036
N -0.501 0.812 -1.820 0.3993 0.0270 -0.2561
N 1.623 2.139 -0.157 -0.2174 -0.0362 -0.0251
C 2.288 2.846 0.751 0.0065 0.0715 0.0928
C 2.700 2.009 1.778 -0.0225 0.0797 -0.0657
C 2.222 0.768 1.405 -0.1266 -0.1578 0.0752
N 1.566 0.842 0.235 0.1214 -0.0003 -0.1732
H 2.111 2.658 -2.324 -0.0076 -0.0995 0.0449
H 0.932 3.914 -1.307 0.0276 -0.0099 -0.0795
H -0.737 3.669 -3.261 -0.0279 -0.0173 -0.0149
H -2.774 1.919 -3.915 0.0077 -0.0029 -0.0013
H -2.194 -0.274 -2.428 0.0032 -0.0096 0.0034
H 2.426 3.904 0.599 0.0069 -0.0168 0.0310
H 3.244 2.267 2.669 -0.0018 0.0059 -0.0094
H 2.276 -0.168 1.933 0.0208 0.0049 -0.0038
C -2.769 -2.881 -3.219 0.0187 0.0054 -0.0450
C -2.154 -3.377 -1.915 -0.1675 -0.1051 -0.0943
O -2.755 -4.638 -1.631 0.1093 0.0080 -0.0487
P -0.361 -3.581 -2.119 0.1497 0.1223 0.1444
O 0.123 -4.366 -0.830 0.0598 -0.0051 -0.0327
O -0.220 -4.681 -3.252 -0.0413 0.0996 -0.0434
O 0.413 -2.335 -2.443 -0.1048 -0.0098 0.3053
P -2.425 -2.156 -0.530 0.2154 0.0473 -0.2751
O -2.599 -3.108 0.756 0.0228 -0.1406 0.1002
O -3.621 -1.340 -0.788 0.0027 0.0405 0.1035
O -1.036 -1.558 -0.356 -0.0825 0.4240 0.2625
H -2.771 -3.701 -3.937 -0.0020 0.0020 0.0045
H -2.203 -2.051 -3.643 0.0174 -0.0059 0.0268
H -3.787 -2.544 -3.033 -0.0119 -0.0328 0.0151
H -2.448 -4.929 -0.763 -0.0418 0.0369 0.0554
H 0.361 -3.793 -0.074 0.0147 0.0715 -0.0393
H 0.655 -4.683 -3.656 0.0308 -0.0010 -0.0362
H -3.518 -3.101 1.049 -0.0528 0.0113 -0.0025
C -1.274 2.185 4.977 -0.0304 0.0094 -0.0444
N -2.373 2.573 4.123 -0.0045 0.0441 0.0655
C -2.552 2.162 2.837 -0.0332 0.0071 -0.0420
Se -1.532 1.039 1.840 0.0333 -0.0254 0.0478
N -3.691 2.769 2.404 0.0029 -0.0121 0.0243
C -4.248 3.557 3.399 -0.0220 -0.0235 -0.0977
C -5.380 4.350 3.446 0.0010 0.0122 0.0296
C -5.635 5.015 4.639 0.0048 0.0063 0.0204
C -4.789 4.888 5.740 -0.0050 -0.0077 -0.0300
C -3.653 4.089 5.689 -0.0304 0.0196 0.0009
C -3.402 3.430 4.499 0.0962 -0.0554 0.0249
H -0.575 1.610 4.373 0.0069 -0.0053 0.0108
H -1.634 1.573 5.805 0.0060 -0.0049 0.0021
H -0.779 3.074 5.369 0.0082 -0.0025 -0.0006
H -4.040 2.599 1.477 -0.0244 0.0163 -0.0006
H -6.039 4.451 2.594 0.0091 -0.0069 -0.0024
H -6.512 5.645 4.714 0.0033 -0.0017 0.0029
H -5.021 5.421 6.652 -0.0003 -0.0017 -0.0021
H -2.996 3.987 6.542 -0.0030 0.0005 -0.0041
```
Positions in Å, forces in eV/Å.

Summary:
* relative energy (zero: lowest compared OMol25 entry of this formula, charge and spin): 7.4 kcal/mol
* multiplicity: 3
* frontier orbital gap (spin up / spin down): 6.8 / 6.7 eV
* LUMO (spin up / spin down): -0.016 / -0.018 Ha
* highest occupied orbital energy (spin up / spin down): -0.2653 / -0.2654 hartree
* ⟨S²⟩: 2.013

---

Entry 3:
C31H33BiGeN6O2Se as an isolated structure. Source: OMol25; level of theory: the ωB97M-V functional and the def2-TZVPD basis.

Structure (XYZ):
```
75
Properties=species:S:1:pos:R:3:forces:R:3
Bi -0.767 -0.160 0.596 -0.2930 0.5378 -0.9106
C -3.098 -4.203 0.358 0.0109 0.2124 -0.0626
C -2.794 -2.853 0.515 -0.1935 -0.1831 -0.0154
N -1.538 -2.471 0.669 0.2971 -0.3272 0.0995
C -0.557 -3.380 0.646 -0.8202 -0.6235 -0.2176
C -0.889 -4.722 0.413 0.5413 0.6327 0.0875
N -2.139 -5.106 0.278 -0.3685 -0.3990 -0.0219
C 0.782 -2.886 0.975 0.7619 0.1100 0.1254
C 1.906 -3.695 1.040 0.0208 0.2861 0.0343
C 3.127 -3.185 1.518 -0.6405 0.4006 -0.0692
C 3.104 -1.850 1.964 -0.2110 -0.0358 -0.0982
C 1.954 -1.083 1.869 0.3516 -0.8018 -0.2963
N 0.834 -1.589 1.321 0.2962 -0.3827 0.2916
C 1.815 0.245 2.470 0.2020 0.9897 0.5168
C 2.781 0.886 3.261 -0.2506 -0.6781 -0.5159
N 2.492 1.950 3.976 0.0774 0.3975 0.3589
C 1.275 2.460 3.904 -0.0986 -0.0319 -0.2223
C 0.345 1.938 3.008 0.0485 0.1160 0.1807
N 0.621 0.833 2.332 0.3948 -0.1655 0.1926
C 4.338 -4.010 1.602 0.7867 -0.4951 0.0856
C 4.348 -5.365 1.239 -0.0472 0.3000 0.1093
C 5.520 -6.099 1.363 -0.4298 0.0273 -0.1126
N 6.647 -5.585 1.813 0.5476 -0.3391 0.0550
C 6.665 -4.314 2.161 -0.1872 0.4075 0.0509
C 5.552 -3.489 2.071 -0.2565 -0.1162 -0.0626
H -4.114 -4.566 0.285 -0.1114 0.1227 -0.0293
H -3.550 -2.080 0.521 -0.1140 0.0114 0.0063
H -0.145 -5.499 0.339 0.1686 -0.0300 0.0293
H 1.827 -4.720 0.720 0.0128 -0.0423 0.0521
H 3.982 -1.409 2.401 0.0327 -0.0072 0.0645
H 3.798 0.532 3.339 0.0967 -0.1713 -0.0222
H 1.049 3.289 4.559 -0.0944 0.1132 -0.0697
H -0.623 2.388 2.843 -0.0936 0.0589 0.0932
H 3.469 -5.873 0.883 -0.1303 -0.0639 -0.0828
H 5.553 -7.146 1.094 -0.1084 -0.0751 -0.0548
H 7.608 -3.937 2.533 0.0100 0.1119 0.0129
H 5.654 -2.463 2.381 0.0400 0.1396 0.0157
C -1.267 -1.262 -3.878 -0.0926 -0.1649 0.0655
C -0.720 -0.586 -2.660 -0.1721 -0.0508 -0.2950
O -1.110 -1.033 -1.550 0.1621 0.1128 0.1654
C 0.195 0.510 -2.810 0.4054 0.2462 0.4288
C 0.340 1.149 -4.064 0.0409 -0.0451 0.1543
C 1.247 2.158 -4.263 -0.1557 -0.0500 -0.1386
C 2.090 2.538 -3.219 -0.0772 -0.2130 0.1582
C 1.984 1.930 -1.990 -0.0609 -0.0902 0.1049
C 1.012 0.952 -1.732 0.0883 0.2525 -0.5541
O 0.962 0.481 -0.488 -0.3574 -0.2425 0.3663
H -1.741 -2.198 -3.596 -0.0008 -0.0172 0.0552
H -0.493 -1.450 -4.619 -0.0031 0.0532 -0.0142
H -2.031 -0.628 -4.329 0.0017 0.0658 -0.0580
H -0.306 0.854 -4.874 -0.0237 -0.0489 -0.1362
H 1.318 2.648 -5.220 -0.0173 0.0205 -0.1206
H 2.826 3.314 -3.371 0.0660 0.0355 -0.0115
H 2.640 2.200 -1.178 0.0574 0.1018 0.1364
C -4.588 4.056 -1.941 0.4396 0.0795 0.3516
Ge -2.962 4.240 -0.826 0.0350 -0.2763 0.2097
C -1.450 3.230 -1.638 -0.4966 0.3826 0.2974
C -2.500 6.130 -0.483 -0.1626 -0.4722 -0.1374
C -3.193 3.312 0.968 -0.0060 0.2580 -0.6147
Se -3.763 1.447 0.833 -0.2728 0.0465 -0.0155
C -5.682 1.807 0.919 0.1759 -0.0212 0.0295
H -4.402 4.496 -2.917 0.0551 0.0828 -0.0828
H -5.425 4.585 -1.493 -0.0682 0.0555 0.0555
H -4.870 3.018 -2.098 0.0372 -0.1477 0.0635
H -1.252 3.558 -2.653 0.0257 0.0178 -0.1507
H -1.676 2.166 -1.665 -0.1818 -0.1262 -0.0325
H -0.542 3.369 -1.060 0.1981 0.1022 0.1446
H -2.293 6.633 -1.422 0.0202 0.0479 -0.1434
H -1.624 6.227 0.150 0.1280 -0.0710 0.0964
H -3.326 6.649 -0.003 -0.1020 -0.0139 0.0411
H -3.931 3.799 1.605 0.0763 0.0322 0.0498
H -2.242 3.310 1.501 0.0311 0.1287 -0.0059
H -5.935 2.509 0.128 -0.0220 -0.0530 -0.0081
H -5.903 2.229 1.896 -0.0214 -0.0338 -0.0327
H -6.214 0.870 0.784 0.0009 0.0096 -0.0200
```
Positions in Å, forces in eV/Å.

Summary:
* relative energy (zero: lowest compared OMol25 entry of this formula, charge and spin): 17.0 kcal/mol
* frontier orbital gap: 6.0 eV
* total charge: +2
* LUMO: -0.262 Ha
* highest occupied orbital energy: -0.4807 hartree

---

Values for molecular weight, g mol⁻¹, ordered as above
954.24 818.31 882.20